(1)
The molecule C5H9NO at a distorted geometry. Source: OMol25; level of theory: ωB97M-V with the def2-TZVPD basis set.

Last column: Löwdin charge in e.
Cartesian coordinates (Å):
1 C -2.038 -0.242 -0.077  -0.0676
2 C -0.952 0.514 0.680  -0.3797
3 N 0.039 -0.356 1.475  0.1754
4 C 0.173 1.152 -0.080  -0.1150
5 C 0.845 0.355 -0.922  -0.0998
6 C 2.112 -0.186 -0.333  -0.2526
7 O 1.469 -1.175 0.483  -0.1411
8 H -2.658 0.446 -0.666  0.0852
9 H -2.701 -0.779 0.612  0.0785
10 H -1.599 -0.973 -0.761  0.0708
11 H -1.434 1.207 1.404  0.1391
12 H -0.272 -1.317 1.397  0.0706
13 H 0.761 1.823 0.550  0.1065
14 H 0.330 -0.380 -1.545  0.1004
15 H 2.807 -0.678 -1.037  0.1190
16 H 2.672 0.537 0.272  0.1103

Output
Strongest force on any atom = 1.75 eV/Å
Orbital gap (alpha / beta) = 8.300 / 8.126 eV
ΔE to the lowest compared entry with this formula, charge and spin = 159.5 kcal per mole
Molar mass = 99.13 g/mol

(2)
The molecule C10H13N3O at a distorted geometry. Source: OMol25; level of theory: ωB97M-V with the def2-TZVPD basis set.

Last column: Löwdin charge in e.
Cartesian coordinates (Å):
1 C -3.569 -0.577 1.109  -0.0863
2 C -2.792 -1.584 0.555  -0.0923
3 C -3.381 0.829 0.867  -0.0720
4 C -1.665 -1.211 -0.127  -0.0750
5 C -2.246 1.120 0.214  -0.0172
6 C -1.367 0.093 -0.372  -0.2907
7 C 2.315 0.670 -0.948  -0.3167
8 C 1.555 -0.585 -0.569  -0.2563
9 C 3.001 1.441 0.140  -0.0578
10 C 1.323 -1.025 0.807  -0.0271
11 N 1.327 1.696 -1.530  0.0219
12 N 0.135 1.515 -1.385  -0.0261
13 N -0.259 0.364 -1.020  0.0114
14 O 1.612 -1.570 -1.607  0.0334
15 H -4.349 -0.984 1.706  0.0803
16 H -2.803 -2.638 0.897  0.1189
17 H -3.993 1.529 1.344  0.0860
18 H -0.963 -2.002 -0.237  0.0960
19 H -1.954 2.131 -0.040  0.0976
20 H 3.031 0.643 -1.793  0.1504
21 H 3.936 0.966 0.345  0.0805
22 H 2.446 1.481 1.051  0.0759
23 H 3.005 2.401 -0.277  0.0610
24 H 1.022 -2.088 0.751  0.0938
25 H 0.459 -0.476 1.168  0.0920
26 H 2.363 -1.139 1.294  0.1356
27 H 1.813 -0.999 -2.341  0.0829

Output
Strongest force on any atom = 4.75 eV/Å
Orbital gap = 8.078 eV
ΔE to the lowest compared entry with this formula, charge and spin = 61.6 kcal per mole
Molar mass = 191.23 g/mol

(3)
A 11-piece molecular cluster, C32H52ClO30 overall at a distorted geometry. Source: OMol25; level of theory: ωB97M-V with the def2-TZVPD basis set.

Last column: Löwdin charge in e.
Cartesian coordinates (Å):
1 Cl -1.082 0.020 0.256  0.6518
2 O -1.454 0.978 1.247  -0.3568
3 O -1.224 0.603 -1.058  -0.3508
4 O 0.257 -0.424 0.529  -0.3419
5 O -2.046 -1.074 0.309  -0.3405
6 O -4.577 -2.349 1.608  -0.0649
7 H -4.883 -1.433 1.651  0.0067
8 H -3.819 -2.321 1.011  -0.0019
9 O -4.571 0.678 0.858  -0.0492
10 H -4.735 1.513 0.410  0.0229
11 H -3.635 0.487 0.692  -0.0069
12 C 3.489 -2.174 -0.318  -0.0224
13 C 4.307 -1.831 0.915  -0.2927
14 C 4.169 -0.385 1.465  -0.0712
15 O 4.044 -0.578 2.863  0.0625
16 C 3.803 -1.874 3.149  -0.5647
17 O 3.486 -2.304 4.208  0.1597
18 O 3.882 -2.601 2.024  0.0703
19 H 3.548 -3.259 -0.426  0.0927
20 H 3.877 -1.768 -1.251  0.0936
21 H 2.446 -1.882 -0.190  0.0614
22 H 5.363 -2.006 0.688  0.1519
23 H 3.275 0.045 1.001  0.1276
24 H 5.039 0.239 1.278  0.1414
25 C 1.610 2.236 4.729  -0.0119
26 C 1.897 1.866 3.278  -0.3125
27 C 0.947 2.544 2.301  -0.1015
28 O 1.787 2.953 1.228  0.0697
29 C 3.044 3.014 1.660  -0.5899
30 O 3.941 3.508 1.070  0.1695
31 O 3.153 2.428 2.883  0.0863
32 H 0.701 1.758 5.087  0.0596
33 H 1.568 3.324 4.792  0.0941
34 H 2.427 1.929 5.384  0.0940
35 H 1.823 0.777 3.234  0.1285
36 H 0.552 3.463 2.752  0.1372
37 H 0.027 2.021 2.038  0.0895
38 C 1.192 -3.822 1.942  -0.0140
39 C 0.101 -4.849 1.924  -0.2973
40 C -1.115 -4.561 2.837  -0.0767
41 O -2.230 -4.873 2.024  0.0963
42 C -1.841 -5.067 0.760  -0.5618
43 O -2.539 -5.331 -0.167  0.1591
44 O -0.514 -4.850 0.643  0.0622
45 H 1.953 -4.047 1.197  0.0764
46 H 1.770 -3.775 2.868  0.0863
47 H 0.785 -2.814 1.821  0.0875
48 H 0.465 -5.836 2.223  0.1542
49 H -1.087 -3.526 3.172  0.1153
50 H -0.966 -5.175 3.725  0.1368
51 C -1.800 -3.560 -2.913  -0.0094
52 C -0.488 -2.840 -2.728  -0.2769
53 C 0.619 -3.497 -1.903  -0.0822
54 O 1.803 -3.394 -2.703  0.0563
55 C 1.450 -3.043 -3.949  -0.6031
56 O 2.200 -2.939 -4.876  0.1390
57 O 0.135 -2.828 -4.039  0.0729
58 H -2.487 -3.320 -2.099  0.0827
59 H -1.676 -4.641 -2.959  0.0912
60 H -2.326 -3.216 -3.803  0.0869
61 H -0.630 -1.823 -2.349  0.1323
62 H 0.435 -4.533 -1.623  0.1308
63 H 0.746 -2.925 -0.984  0.1004
64 C -2.548 0.653 -4.495  -0.0009
65 C -2.458 2.164 -4.740  -0.3054
66 C -1.479 2.657 -5.812  -0.0727
67 O -2.226 3.658 -6.486  0.0813
68 C -3.530 3.519 -6.209  -0.5775
69 O -4.411 4.114 -6.750  0.1527
70 O -3.715 2.613 -5.238  0.0897
71 H -1.547 0.249 -4.330  0.0747
72 H -3.077 0.186 -5.322  0.0909
73 H -3.067 0.457 -3.556  0.0788
74 H -2.110 2.642 -3.819  0.1329
75 H -1.223 1.852 -6.509  0.1387
76 H -0.593 3.060 -5.330  0.1168
77 C -1.559 4.326 0.260  0.0028
78 C -2.060 3.739 -1.052  -0.3085
79 C -3.570 3.822 -1.295  -0.0785
80 O -3.697 4.880 -2.248  0.0861
81 C -2.507 5.164 -2.757  -0.5901
82 O -2.349 5.906 -3.680  0.1665
83 O -1.517 4.449 -2.171  0.0756
84 H -1.535 5.415 0.223  0.0967
85 H -0.571 3.930 0.478  0.0637
86 H -2.242 4.038 1.063  0.0883
87 H -1.817 2.675 -1.104  0.1107
88 H -4.108 4.009 -0.366  0.1292
89 H -3.966 2.922 -1.768  0.1309
90 C -0.557 -0.376 4.060  -0.0176
91 C 0.349 -1.135 4.998  -0.2884
92 C 0.292 -0.628 6.448  -0.0820
93 O 0.224 -1.837 7.203  0.0714
94 C -0.048 -2.880 6.403  -0.5652
95 O -0.136 -4.008 6.761  0.1658
96 O -0.226 -2.451 5.134  0.0633
97 H -0.424 -0.627 3.007  0.0620
98 H -0.333 0.697 4.044  0.0573
99 H -1.608 -0.494 4.317  0.1123
100 H 1.381 -1.160 4.641  0.1317
101 H -0.637 -0.078 6.617  0.1371
102 H 1.147 -0.036 6.760  0.1278
103 C 1.887 0.356 -3.386  -0.0048
104 C 1.684 1.685 -2.683  -0.2876
105 C 2.979 2.367 -2.225  -0.0751
106 O 2.931 3.649 -2.837  0.0797
107 C 1.838 3.764 -3.624  -0.5650
108 O 1.494 4.713 -4.248  0.1718
109 O 1.177 2.597 -3.662  0.0679
110 H 1.013 -0.039 -3.906  0.0799
111 H 2.058 -0.395 -2.603  0.0786
112 H 2.751 0.344 -4.049  0.0979
113 H 0.999 1.507 -1.852  0.1291
114 H 3.884 1.859 -2.560  0.1344
115 H 2.966 2.471 -1.142  0.1077

Output
Strongest force on any atom = 2.22 eV/Å
Orbital gap = 10.612 eV
Net charge = -1
Molar mass = 952.19 g/mol